--- 1 ---
# C9H8N2

The molecule C9H8N2 (the ωB97M-V functional and the def2-TZVPD basis, the OMol25 dataset).

```
! wB97M-V def2-TZVPD RIJCOSX def2/J DEFGRID3
* xyz 0 1
N 1.77847 -0.74484 -0.89041
N 1.79703 0.61653 0.78625
C -1.13014 1.16497 -0.34553
C -3.22304 -0.02622 0.04713
C -2.54787 -1.10881 0.28240
C 3.03292 -0.41045 -0.58427
C 3.19024 0.47456 0.49785
C -0.45268 -0.06277 0.05501
C -2.56706 1.21395 -0.30486
C -1.16397 -1.15225 0.33035
C 1.04247 -0.09690 -0.04588
H -2.96656 -2.01603 0.49233
H 1.40174 0.96579 1.51115
H 3.99733 -0.58032 -1.04030
H -3.06310 2.11733 -0.58461
H -0.62368 2.18082 -0.62448
H 3.93790 0.63139 1.03824
H -4.16420 -0.07654 -0.19266
H -0.63308 -2.30076 0.53619
*
```

The HOMO-LUMO gap is 9.576 eV. The SMILES is c1ccc(-c2ncc[nH]2)cc1. For the HOMO energy, the calculation gives -0.318 Eh. The calculation puts the LUMO energy at 0.0339 Eh.

=====

--- 2 ---
# C9H8N2

The molecule C9H8N2 (the ωB97M-V functional and the def2-TZVPD basis, the OMol25 dataset).

```
! wB97M-V def2-TZVPD RIJCOSX def2/J DEFGRID3
* xyz 0 1
N 0.04604 2.02427 0.67995
N 0.71297 1.73684 -1.44337
C 0.52863 -2.42243 0.95725
C 0.05371 -0.27721 -0.13199
C 0.81245 3.07509 -1.06615
C 0.28155 1.14865 -0.31307
C 0.79457 -1.04720 0.70085
C -1.27205 -2.23510 -0.66834
C -0.99465 -0.97486 -0.83505
C 0.49403 3.32682 0.18329
C -0.51817 -2.99861 0.18985
H 1.55993 -0.48255 1.60589
H -0.36023 1.63345 1.71699
H -0.86801 -4.11421 0.32587
H 0.87771 -2.99939 1.59322
H 1.12617 3.79728 -1.66337
H -1.65445 -0.37907 -1.48119
H 0.37804 4.00099 0.81183
H -1.99826 -2.81277 -1.16247
*
```

The HOMO-LUMO gap is 9.629 eV. The SMILES is c1ccc(-c2ncc[nH]2)cc1. For the HOMO energy, the calculation gives -0.326 Eh. The calculation puts the LUMO energy at 0.0277 Eh.

=====

Which one sits at the top of the stability order? 1 does.

=====

--- 1 ---
# C5H12NP

A cluster of 2 separate species, C5H12NP in total (the ωB97M-V functional and the def2-TZVPD basis, the OMol25 dataset).

```
! wB97M-V def2-TZVPD RIJCOSX def2/J DEFGRID3
* xyz 0 1
P -3.93555 -0.90472 0.35869
N 0.72517 -0.32032 0.00797
C -3.27012 0.50304 -0.33934
C 2.66450 -1.66221 -0.46281
C 2.75167 0.79629 0.38872
C -2.07266 1.28436 -0.09596
C 1.95127 -0.41934 0.02185
H 0.27347 -1.23164 -0.30427
H -4.14575 1.00475 -0.78724
H -2.78743 -1.32498 1.08900
H 3.52667 1.00103 -0.32906
H 2.17659 -2.61648 0.15788
H 3.78519 -1.63873 -0.09846
H 2.20458 1.68387 0.35094
H 2.46151 -1.76842 -1.54447
H -1.49469 1.32500 -1.13820
H 3.29866 0.68968 1.32341
H -2.24285 2.30400 0.08174
H -1.41813 0.96821 0.70779
*
```

The HOMO-LUMO gap is 9.440 eV. The SMILES is [H]/P=C\C.CC(C)=N. For the HOMO energy, the calculation gives -0.325 Eh. The calculation puts the LUMO energy at 0.0222 Eh.

=====

--- 2 ---
# C5H12NP

A cluster of 2 separate species, C5H12NP in total (the ωB97M-V functional and the def2-TZVPD basis, the OMol25 dataset).

```
! wB97M-V def2-TZVPD RIJCOSX def2/J DEFGRID3
* xyz 0 1
P -0.73472 -0.94700 -2.47980
N -1.61131 0.46441 -2.11032
C 0.44016 0.99674 1.16137
C -0.57035 -1.07257 0.72105
C 0.90453 -1.25609 0.84516
C 1.47057 0.19759 0.41071
C -0.90979 0.31493 0.99713
H 1.52612 0.32514 -0.81493
H -2.22608 0.71214 -2.94937
H -1.14018 -1.97081 0.58173
H 0.60075 -0.46345 -2.31802
H -0.97041 1.22906 -1.87809
H -1.52381 0.53846 1.83173
H 0.66870 1.00843 2.14912
H 1.35695 -1.53120 1.80661
H 0.47615 2.10874 0.78421
H 2.47613 0.40835 0.88570
H -1.50616 0.90826 0.30993
H 1.27274 -1.97113 0.06607
*
```

The HOMO-LUMO gap (alpha / beta) is 8.021 / 7.358 eV. For the HOMO energy (alpha / beta), the calculation gives -0.269 / -0.272 Eh. The calculation puts the LUMO energy (alpha / beta) at 0.0253 / -0.0021 Eh.

=====

--- 3 ---
# C5H12NP

A cluster of 2 separate species, C5H12NP in total (the ωB97M-V functional and the def2-TZVPD basis, the OMol25 dataset).

```
! wB97M-V def2-TZVPD RIJCOSX def2/J DEFGRID3
* xyz 0 1
P 1.06269 2.86437 -0.12565
N 0.29999 -1.15767 -0.02231
C -2.12106 -2.31642 -1.35468
C 2.19144 2.68379 1.46661
C 1.42006 -1.49783 0.44757
C -0.64389 -0.48380 -0.45024
C -2.04081 -0.88977 -0.84033
H -3.19325 -2.65712 -1.52615
H 1.80402 3.37992 2.30896
H -2.40317 -0.09344 -1.53309
H 2.22855 1.69163 1.88979
H -1.85035 -2.45187 -2.42477
H 1.05688 1.57621 -0.20113
H -1.66618 -3.10884 -0.66929
H -0.28687 3.07654 0.43964
H 1.38654 -1.48093 1.50080
H -2.58183 -0.56377 0.11209
H 3.12451 2.99328 1.15942
H 2.21272 -1.56427 -0.17723
*
```

The HOMO-LUMO gap is 8.423 eV. For the HOMO energy, the calculation gives -0.279 Eh. The calculation puts the LUMO energy at 0.0308 Eh.

=====

Which one sits at the top of the stability order? 1 does.

=====

--- 1 ---
# H28O14

A cluster of 14 separate species, H28O14 in total (the ωB97M-V functional and the def2-TZVPD basis, the OMol25 dataset).

```
! wB97M-V def2-TZVPD RIJCOSX def2/J DEFGRID3
* xyz 0 1
O -3.45964 -0.80074 0.84506
O 1.60447 0.53013 -3.55297
O 0.23186 -2.42403 -2.60880
O 1.58735 2.41980 -1.34163
O 1.16763 -2.19640 2.37293
O -2.69098 2.35586 2.02883
O 2.43470 -1.40661 -1.73631
O -0.84774 2.54973 -0.26520
O -1.08761 -0.44570 2.52859
O -1.14717 0.27980 -1.99936
O -2.04775 -2.76425 -0.99355
O 2.73995 1.46596 1.72871
O 0.61896 -0.19460 0.26275
O 0.54870 1.97336 3.17393
H -2.31116 1.47824 2.07070
H 1.80806 3.35054 -1.30630
H 1.40232 1.92804 2.74323
H -1.76886 -0.87400 3.04694
H 2.28680 -0.59388 -1.25275
H -2.65543 -1.00603 1.32186
H -2.69597 2.65877 2.93682
H -2.85840 -2.92470 -1.47659
H -2.04015 0.26023 -2.34349
H -3.25837 -1.01114 -0.06678
H 3.33658 -1.64965 -1.52704
H -0.11363 -0.11360 0.87348
H -1.27687 1.82485 -0.71975
H 0.06737 1.21966 2.83261
H 1.54278 0.79546 -2.63535
H -1.40276 -2.55621 -1.66952
H 0.41251 -3.33803 -2.82833
H 3.22875 0.67371 1.95152
H 2.45078 1.32400 0.82735
H 2.16302 -0.24711 -3.54102
H -0.62028 0.62763 -2.71882
H 0.74726 2.35497 -0.88744
H -0.30330 -0.97295 2.68056
H 1.07064 -2.08094 -2.30062
H 1.89799 -2.18878 1.75426
H -1.42847 2.75013 0.46885
H 0.45642 -2.62780 1.89931
H 0.20950 -0.40357 -0.57683
*
```

The HOMO-LUMO gap is 9.922 eV. For the HOMO energy, the calculation gives -0.376 Eh. The calculation puts the LUMO energy at -0.0117 Eh.

=====

--- 2 ---
# H28O14

A cluster of 14 separate species, H28O14 in total (the ωB97M-V functional and the def2-TZVPD basis, the OMol25 dataset).

```
! wB97M-V def2-TZVPD RIJCOSX def2/J DEFGRID3
* xyz 0 1
O 2.28317 1.74810 -0.35121
O 1.41217 -2.24690 -0.77821
O 2.52117 -0.28690 1.62979
O 1.91017 0.43910 -2.94821
O -1.14183 -2.41090 -2.48821
O -0.43583 -2.96190 0.95279
O 1.57917 2.41410 2.67479
O -0.99083 1.93310 -2.05721
O -1.03483 1.65710 1.65279
O -0.04783 -0.03290 -0.32421
O -3.47683 0.58610 0.50679
O 0.16717 -0.35690 3.49979
O -2.05383 -1.11790 2.30179
O -0.27183 -0.60990 -4.30221
H 1.01717 2.63510 1.93779
H -2.85883 0.30610 1.15379
H 0.67717 0.01410 2.83379
H 1.97717 1.15410 -1.04321
H -1.20083 -0.86290 2.66279
H -1.52583 2.32910 1.18479
H 0.21217 -1.37490 -4.54721
H -0.92083 -3.56590 0.40379
H -0.23983 0.45110 -1.10621
H -0.59683 -1.72490 -2.91421
H 1.08217 -1.35690 -0.69721
H 2.77417 0.04210 -2.81121
H -1.21083 2.79510 -2.44321
H 2.06817 1.35510 -3.19621
H 1.42917 3.09110 3.29079
H -0.57283 -3.18390 -2.48621
H -1.19883 1.91710 2.59579
H -0.32183 0.61110 0.32779
H 0.68317 -2.57590 -0.20921
H 2.39917 0.33510 0.93479
H 3.18517 -0.86990 1.23379
H -2.73783 -0.70490 2.82179
H -1.15183 -2.38490 1.03079
H -4.25983 -0.00290 0.62879
H -1.79083 1.36810 -2.11221
H 0.40817 -0.15790 -3.80521
H 0.78917 -0.38790 4.24979
H 1.46617 1.99610 0.11179
*
```

The HOMO-LUMO gap is 9.151 eV. For the HOMO energy, the calculation gives -0.343 Eh. The calculation puts the LUMO energy at -0.0068 Eh.

=====

Which one sits at the top of the stability order? 1 does.

=====

--- 1 ---
# C4H8ClN

The molecule C4H8ClN (the ωB97M-V functional and the def2-TZVPD basis, the OMol25 dataset).

```
! wB97M-V def2-TZVPD RIJCOSX def2/J DEFGRID3
* xyz 0 1
Cl -3.42528 0.20074 -0.20815
N -0.07879 1.26876 0.32591
C 1.87095 -0.21891 -0.42871
C 0.66324 -0.05811 0.40699
C -1.88868 -0.46913 0.36460
C -0.67339 0.08738 -0.29537
H 2.62290 0.50575 -0.07536
H -0.56828 0.11831 -1.33904
H 0.48366 1.94507 -0.25479
H 2.39535 -1.11839 -0.28938
H -1.78448 -0.25906 1.48764
H 1.58979 -0.09854 -1.45072
H 0.77495 -0.34026 1.45498
H -1.98195 -1.56361 0.30141
*
```

The HOMO-LUMO gap is 10.613 eV. The SMILES is C[C@H]1N[C@@H]1CCl. For the HOMO energy, the calculation gives -0.352 Eh. The calculation puts the LUMO energy at 0.0384 Eh.

=====

--- 2 ---
# C4H8ClN

The molecule C4H8ClN (the ωB97M-V functional and the def2-TZVPD basis, the OMol25 dataset).

```
! wB97M-V def2-TZVPD RIJCOSX def2/J DEFGRID3
* xyz 0 1
Cl -1.01970 0.75916 -1.72960
N 0.95717 -0.42523 1.44485
C -0.63460 -0.24710 -0.43230
C -1.26573 -1.38692 -0.19522
C 2.25136 -0.02869 1.93207
C 0.27900 0.44044 0.58241
H 3.12491 -0.21968 1.28757
H -0.95632 -1.87614 0.68685
H 1.14162 -1.31350 0.98260
H 1.05107 0.87104 -0.11437
H -0.21730 1.24799 1.14081
H 2.40126 -0.57409 2.80723
H -1.98891 -1.77319 -0.93728
H 2.29822 1.04215 2.11397
*
```

The HOMO-LUMO gap is 9.910 eV. The SMILES is C=C(Cl)CNC. For the HOMO energy, the calculation gives -0.328 Eh. The calculation puts the LUMO energy at 0.0358 Eh.

=====

--- 3 ---
# C4H8ClN

A structure of composition C4H8ClN (the ωB97M-V functional and the def2-TZVPD basis, the OMol25 dataset).

```
! wB97M-V def2-TZVPD RIJCOSX def2/J DEFGRID3
* xyz 0 1
Cl -2.65377 0.23642 -0.25559
N 0.14643 1.90349 0.02572
C -0.95384 -0.15076 0.66140
C -0.21968 -1.31442 -0.02394
C 0.34335 0.51357 0.39103
C 0.94365 -0.47404 -0.67944
H 0.11900 -1.69151 1.01134
H -1.50192 -0.59309 1.74830
H 1.00838 -0.39000 -1.84192
H 1.97202 -0.63961 -0.08155
H -0.61908 -1.92157 -0.75253
H 0.99210 0.70917 1.20442
H 1.06327 1.96255 -0.70219
H -0.63992 1.84980 -0.70504
*
```

The HOMO-LUMO gap is 9.961 eV. For the HOMO energy, the calculation gives -0.341 Eh. The calculation puts the LUMO energy at 0.0253 Eh.

=====

Which one sits at the top of the stability order? 1 does.